Entry from the OMol25 dataset: a molecular structure, C28H30AuN3O2S4 in a non-equilibrium geometry (ωB97M-V/def2-TZVPD).

```
68
Properties=species:S:1:pos:R:3:forces:R:3
Au -0.06250 -0.06720 -0.12650 -0.39 -0.20 -0.73
O 2.11640 -0.29480 0.01280 -0.90 0.01 -1.07
S 3.21980 -0.04730 1.01660 0.11 -0.14 1.74
C 2.53410 1.20570 2.20120 0.32 0.06 -0.36
C 2.86620 1.01650 3.67550 -0.09 -0.22 0.14
C 1.81740 0.20700 4.44840 0.13 -0.11 -0.03
C 0.52140 0.96960 4.70530 -0.52 -0.40 -0.49
S -0.93720 0.44530 3.67260 0.06 -0.04 1.32
O -0.43360 0.35770 2.27320 0.44 -0.12 -0.81
C -1.18530 -1.25080 4.24450 0.07 0.44 0.00
C -1.24880 -2.30880 3.35080 0.15 0.27 0.01
C -1.60080 -3.56410 3.82080 -0.08 -0.01 0.08
C -1.90470 -3.74750 5.16130 0.00 0.00 0.00
C -1.83290 -2.68220 6.04790 -0.05 -0.01 -0.07
C -1.49020 -1.42520 5.58620 0.09 -0.03 -0.04
C 3.26130 -1.52300 2.05510 0.28 0.26 -0.33
C 4.44340 -1.78760 2.73180 -0.05 0.07 -0.08
C 4.53400 -2.93800 3.49760 0.03 0.01 0.08
C 3.46260 -3.81570 3.56600 -0.03 -0.01 0.02
C 2.29070 -3.54800 2.87400 0.11 0.07 -0.05
C 2.19050 -2.39650 2.11150 -0.21 0.14 -0.16
H 1.45840 1.18550 2.03070 -0.03 -0.04 -0.07
H 2.94260 2.14860 1.83770 0.00 0.00 -0.10
H 2.95430 2.00140 4.13940 0.07 0.02 -0.08
H 3.83920 0.53640 3.79070 0.01 0.09 0.04
H 2.24710 -0.06790 5.41280 -0.02 -0.06 -0.03
H 1.60710 -0.72350 3.91920 -0.01 -0.05 0.10
H 0.62990 2.02850 4.47240 -0.16 0.11 0.06
H 0.18080 0.87320 5.73450 -0.04 0.09 0.02
H -1.03640 -2.14840 2.30390 0.01 0.07 -0.10
H -1.66420 -4.39560 3.13590 -0.01 -0.09 -0.08
H -2.22550 -4.71460 5.51670 0.06 -0.11 0.02
H -2.06640 -2.82260 7.09060 -0.05 -0.04 0.12
H -1.46990 -0.58570 6.26330 -0.04 0.09 0.15
H 5.27800 -1.10570 2.65720 0.16 0.01 -0.01
H 5.44490 -3.15500 4.03310 0.09 -0.02 0.04
H 3.54300 -4.71660 4.15440 0.03 -0.08 0.06
H 1.46240 -4.23740 2.91770 -0.11 -0.05 0.03
H 1.28880 -2.17470 1.56020 0.00 -0.03 0.03
S -4.12060 1.82530 0.00040 1.05 -0.64 -0.11
C -4.34540 0.13280 -0.03930 0.60 -0.06 -0.02
C -3.16410 -0.56840 -0.16400 -0.74 -0.67 0.08
C -2.04980 0.26270 -0.22080 0.08 1.40 -0.02
C -2.39530 1.60840 -0.14040 -0.54 -0.77 -0.02
C -1.43610 2.66470 -0.16950 -0.08 0.99 0.14
C -1.76060 4.01760 -0.00050 0.35 -0.43 -0.14
C -0.75100 4.95820 -0.05870 0.07 -0.17 -0.02
C 0.55360 4.54000 -0.28570 0.01 -0.43 -0.06
C 0.80090 3.17920 -0.42650 0.73 0.72 0.01
N -0.16120 2.28120 -0.36450 -0.60 -1.85 0.46
H -5.33590 -0.27970 0.03750 -0.08 -0.05 -0.05
H -3.12460 -1.64260 -0.21620 -0.06 -0.13 0.03
H -2.78370 4.30420 0.18080 -0.11 0.04 0.00
H -0.96860 6.00590 0.07110 -0.06 0.13 0.01
H 1.36550 5.24500 -0.34840 0.10 0.03 -0.03
H 1.80170 2.80550 -0.59850 0.03 0.00 0.00
S -0.24130 -2.65640 -0.59950 -0.76 1.69 1.42
C 0.54070 -2.63010 -2.10610 0.50 0.32 -0.87
N 1.85300 -2.57920 -2.27600 -0.29 0.03 0.01
C 2.21250 -2.52280 -3.68380 0.41 -0.01 -0.47
C 0.84250 -2.61040 -4.39160 0.14 -0.02 -0.58
N -0.08730 -2.66950 -3.27360 0.20 -0.06 0.27
H 2.52110 -2.45360 -1.53200 -0.25 0.01 0.17
H 2.86730 -3.35830 -3.94300 -0.08 0.13 0.01
H 2.73510 -1.58780 -3.90290 -0.08 -0.13 0.00
H 0.75260 -3.50160 -5.01720 0.03 0.10 0.09
H 0.63680 -1.73220 -5.01070 0.04 -0.15 0.10
H -1.07830 -2.80290 -3.38290 -0.06 0.06 0.22
```
Positions in Å, forces in eV/Å.

Results
- Lowest unoccupied orbital energy: -0.2800 Eh
- Net charge: +2
- E_HOMO: -13.5413 eV
- 2S+1: 1
- Orbital gap: 5.92 eV
- ΔE to the lowest compared entry with this formula, charge and spin: 10.0 kcal per mole

---

Entry from the OMol25 dataset: a molecular structure, C28H30BrN4O3Sr (ωB97M-V/def2-TZVPD).

```
67
Properties=species:S:1:pos:R:3:forces:R:3
Sr -0.12787 0.05299 -0.03440 0.06 -0.10 0.04
O 6.41430 0.45530 -4.45628 0.00 0.02 0.03
C 6.16435 -0.58488 -3.63835 -0.03 -0.01 -0.06
O 6.69816 -1.64058 -3.81761 0.00 0.01 0.02
C 5.18633 -0.36262 -2.51936 0.03 0.00 0.02
C 4.22141 0.63870 -2.53075 -0.05 0.06 -0.03
C 3.31258 0.75707 -1.49069 0.02 -0.10 0.00
C 3.40064 -0.12488 -0.42047 -0.11 -0.02 0.09
C 4.35589 -1.13609 -0.39861 0.02 0.05 0.00
C 5.24109 -1.25513 -1.45367 -0.01 -0.01 0.02
N 2.43400 -0.01510 0.61810 0.10 0.02 -0.07
C 2.81507 0.03867 1.82420 -0.04 -0.04 0.03
C 1.83150 0.12729 2.92633 0.04 0.01 -0.07
C 2.27285 0.23730 4.23273 0.00 0.01 0.03
C 1.33496 0.35504 5.25064 0.01 0.00 0.00
C -0.00533 0.36445 4.91779 -0.01 0.00 -0.01
C -0.35808 0.24487 3.57884 0.00 0.01 -0.01
N 0.52828 0.11923 2.59653 0.01 0.03 0.04
H 6.02008 1.26929 -4.12150 0.01 -0.01 -0.01
H 4.12951 1.32179 -3.36726 0.02 -0.01 0.00
H 2.54271 1.52148 -1.49364 0.02 0.02 -0.02
H 4.37575 -1.83575 0.42801 0.03 -0.02 -0.02
H 5.97998 -2.04430 -1.47910 0.00 0.00 0.00
H 3.87428 0.04657 2.09129 -0.01 -0.02 0.04
H 3.33350 0.24043 4.44582 0.00 0.00 0.00
H 1.65087 0.44612 6.28095 0.00 0.00 0.00
H -0.77302 0.46608 5.67149 0.00 0.00 0.00
H -1.40130 0.26219 3.28447 0.00 -0.02 0.00
C -2.69418 -2.03413 1.49406 0.01 0.01 0.01
C -3.39295 -0.70101 1.37096 -0.03 0.00 -0.02
O -2.57142 0.18097 0.60126 0.00 0.06 0.05
C -3.14177 1.50125 0.42044 -0.02 -0.01 0.00
C -2.86259 2.41027 1.59598 -0.01 0.01 0.00
H -3.31036 -2.72852 2.06441 0.00 0.00 0.00
H -1.73872 -1.93596 2.01678 0.00 0.00 0.00
H -2.50938 -2.47302 0.51256 -0.01 0.00 0.00
H -3.58122 -0.26333 2.35615 0.00 0.00 0.00
H -4.35723 -0.80847 0.86675 0.00 -0.01 0.00
H -4.21167 1.38451 0.23355 0.00 0.01 0.00
H -2.67543 1.90648 -0.47724 0.00 -0.01 -0.01
H -3.30714 2.04031 2.52118 0.00 0.00 0.00
H -3.28543 3.39542 1.39650 0.00 0.00 0.00
H -1.78685 2.54358 1.72944 0.00 0.00 -0.01
Br 0.35710 7.24276 -0.30118 0.00 0.02 0.01
C 0.25601 5.35834 -0.47903 -0.01 0.00 -0.01
C -0.50799 4.80501 -1.49457 0.02 -0.01 0.01
C -0.57767 3.42086 -1.60739 0.01 0.01 -0.02
C 0.08666 2.53286 -0.74441 0.01 -0.11 0.01
C 0.85010 3.16690 0.25329 -0.09 -0.01 -0.05
C 0.94605 4.54961 0.40379 0.00 -0.02 0.00
H -1.03614 5.44982 -2.18522 0.00 0.00 0.00
H -1.18664 3.03210 -2.42144 0.00 0.00 0.01
H 1.41923 2.57141 0.97212 0.00 -0.01 0.01
H 1.54553 4.99040 1.19028 0.00 0.00 0.00
N 0.88350 -6.75709 -0.37960 -0.01 0.01 0.01
C 0.69880 -5.41904 -0.37907 0.01 -0.03 -0.01
C 0.15841 -4.75174 -1.48898 0.01 0.01 0.00
C -0.00905 -3.38953 -1.43586 0.03 0.00 0.01
N 0.30762 -2.62836 -0.37698 -0.03 0.19 -0.07
C 0.82364 -3.27417 0.67868 0.00 0.01 -0.01
C 1.03356 -4.63056 0.73327 0.01 0.02 0.01
H 0.68227 -7.30563 -1.19536 0.00 0.00 0.00
H 1.30837 -7.22141 0.40167 0.00 0.00 0.00
H -0.11772 -5.29663 -2.38173 0.00 0.00 0.00
H -0.41708 -2.87309 -2.29795 -0.01 0.00 0.01
H 1.08620 -2.66006 1.53578 -0.01 0.00 0.00
H 1.45632 -5.07943 1.62240 0.00 0.00 0.00
```
Positions in Å, forces in eV/Å.

Results
- Lowest unoccupied orbital energy: -0.1336 Eh
- Net charge: +1
- E_HOMO: -10.0529 eV
- 2S+1: 1
- Orbital gap: 6.42 eV
- ΔE to the lowest compared entry with this formula, charge and spin: 8.9 kcal per mole

---

Record order is preserved below.
Energy: -85106.1676; -112500.4740 eV